(1)
31
Properties=species:S:1:pos:R:3:forces:R:3:mulliken_charge:R:1 method="wB97M-V/def2-TZVPD" lumo_energy_ev=0.6 total_charge=0 e_homo_ha=-0.31666 smiles="O=C(O)[C@@H]1CCCN1C(=O)[C@@H]1CCCN1" orbital_gap_ev=9.2 de_lowest_kj_mol=70.5
C 0.779329 1.133781 -0.632558 1.6 -1.3 1.2 0.427
C 0.170974 -0.250259 -1.026064 0.3 2.8 2.9 0.225
C -0.201952 2.259718 -0.809712 -2.4 -1.3 0.6 -0.805
C 0.077444 2.695176 -2.216351 -0.1 0.5 -0.4 -0.644
C 1.588979 2.691092 -2.221068 0.3 0.8 -0.8 -0.608
C -0.720462 -0.338048 1.323210 1.2 -3.5 0.3 -0.064
C 0.536118 -0.997629 1.966246 1.2 -0.9 1.9 0.336
C -2.009672 -1.027529 1.790438 -1.8 0.8 0.7 -0.871
C -2.360899 -2.195815 0.822919 1.1 0.8 -0.9 -0.622
C -1.415545 -1.935489 -0.432092 1.4 -0.5 1.1 -0.708
H 2.251726 0.757208 -1.979297 0.1 0.0 -0.4 0.362
H 1.113484 1.039854 0.463778 -0.4 0.2 -1.5 0.117
H 0.027876 2.922557 -0.003252 0.0 1.3 0.0 0.396
H -1.298362 1.955369 -0.663702 1.5 0.2 -0.2 0.287
H -0.342890 3.661288 -2.405951 -0.3 0.6 -0.4 0.423
H -0.347082 1.974872 -2.915092 0.0 -0.1 0.0 0.246
H 1.896087 3.602442 -1.686159 0.2 0.0 -0.3 0.249
H 2.119689 2.642949 -3.192345 -0.6 0.2 0.4 0.362
H -0.749840 0.677356 1.580586 0.1 1.5 0.0 0.507
H -2.790209 -0.197990 1.783666 0.7 -1.1 -0.3 0.347
H -2.049873 -1.370144 2.840585 0.6 0.2 -0.4 0.382
H -2.061250 -3.150025 1.277220 -0.3 0.3 -0.2 0.317
H -3.429902 -2.185060 0.604371 0.2 -0.2 -0.1 0.310
H -0.697574 -2.810554 -0.599423 -0.9 1.1 0.5 0.289
H -1.693894 -1.646273 -1.437774 -1.3 -0.5 0.0 0.415
H 1.614696 -0.759560 3.530639 -0.2 -0.2 0.0 0.352
N 1.949309 1.552872 -1.442866 -0.2 -1.7 1.4 -0.512
N -0.644555 -0.721855 -0.041829 -0.7 -0.7 -1.9 0.163
O 0.331222 -0.778149 -2.075593 0.3 -1.1 -2.1 -0.627
O 1.257954 -1.902733 1.566483 -1.7 2.0 0.1 -0.563
O 0.740594 -0.461793 3.234761 -0.1 0.0 -1.2 -0.488

***

(2)
51
Properties=species:S:1:pos:R:3:forces:R:3:lowdin_spin:R:1 method="wB97M-V/def2-TZVPD" lumo_energy_ev="-1.0 / -1.0" total_charge=0 spin_multiplicity=2 e_homo_ha="-0.20190 / -0.33767" orbital_gap_ev="4.5 / 8.2"
Cd -1.233760 0.899455 1.293625 -2.8 2.7 2.7 0.007
Cd -0.778840 -2.378675 -0.306155 -3.2 -2.3 -0.1 0.001
Cd 1.218030 2.379495 -0.938675 4.0 6.8 -0.1 0.379
P 0.345060 -0.048955 -0.591155 -1.4 -1.1 -4.1 0.013
O 0.404300 0.886535 -1.872345 -2.0 -5.4 -1.1 0.041
O 1.020110 -1.425855 -0.619025 2.4 1.9 -1.3 0.003
O -1.105160 -0.427495 -0.139475 -0.3 -0.2 -4.4 0.003
O 0.652260 0.974795 0.403315 3.7 0.3 4.6 0.064
B -3.343710 1.676515 1.454395 -1.4 0.2 0.4 0.006
H -2.607490 1.976305 0.724775 2.1 2.8 -3.4 0.003
H -3.225090 0.604205 1.436705 -0.7 -4.3 0.6 0.000
H -3.249480 2.122475 2.432395 0.7 1.5 3.6 0.000
H -4.334730 1.922685 1.105805 -3.4 0.8 -1.7 0.000
B -1.065610 -0.576565 2.858345 0.1 -1.4 1.4 0.003
H -1.542590 -1.096875 2.042255 -2.2 -1.8 -2.9 0.000
H -0.900190 -1.398295 3.537785 1.1 -2.8 2.9 0.000
H -0.142710 -0.117365 2.539525 4.2 0.9 -0.5 0.001
H -1.684590 0.171185 3.329485 -2.4 2.2 1.9 0.000
O 0.994390 0.183045 -4.283255 0.2 -0.3 -1.2 0.004
H 1.801640 -0.294255 -4.091515 0.2 -0.2 0.0 0.001
H 0.689710 0.491815 -3.429985 -0.2 0.1 0.5 0.001
O -0.608540 3.404265 -0.638115 -1.8 0.8 0.2 0.153
H -0.345460 4.069815 -0.002455 0.2 0.5 0.5 0.057
H -1.440490 3.722595 -0.988475 -0.7 0.0 -0.4 0.018
O -0.721490 2.575285 2.454655 1.0 2.1 1.1 0.025
H 0.089620 3.083525 2.459845 0.4 0.0 0.0 0.011
H -1.316390 3.066935 3.020885 -0.7 -0.1 0.1 0.001
O 3.189710 1.599315 -1.429715 1.3 -0.1 -0.3 0.112
H 3.163120 0.892885 -2.075065 0.0 -0.8 -0.6 0.005
H 3.939850 1.388415 -0.873805 0.3 0.1 0.4 0.008
O 2.856770 -1.980485 1.152165 0.9 -0.5 0.4 0.002
H 2.373210 -1.506335 1.828605 -0.1 0.2 0.2 0.001
H 2.284380 -1.954815 0.385385 -0.4 0.2 -0.1 0.000
O 3.245410 -1.201505 -2.242835 0.5 0.3 -0.7 0.005
H 4.006200 -1.380305 -1.690155 0.3 -0.1 0.1 0.001
H 2.493160 -1.431045 -1.697245 -0.7 0.0 0.4 0.001
O 2.222370 1.652115 2.494335 0.5 0.0 0.7 0.033
H 2.013040 1.212355 1.670305 -0.3 -0.1 -0.2 0.005
H 1.966090 2.563315 2.351935 0.3 0.2 -0.2 0.021
O -1.591640 -2.071995 -2.213825 -0.7 -1.1 -1.3 0.001
H -2.121820 -2.426565 -2.927565 0.0 -0.3 -0.2 0.000
H -1.662500 -1.122395 -2.311075 -0.2 1.6 -0.5 0.000
O -0.231370 -3.073495 1.465775 0.9 -2.0 2.6 0.000
H -0.251550 -2.469785 2.208305 -0.5 1.1 1.0 0.000
H 0.290320 -3.814785 1.773285 0.3 -0.3 -0.2 0.000
O -2.076790 0.511965 -2.896825 -0.6 -0.5 -0.3 0.003
H -1.435640 1.001425 -2.381465 0.7 0.3 0.1 0.002
H -2.891350 0.586115 -2.399595 -0.4 0.2 0.1 0.000
O -0.018360 -4.168825 -1.061975 0.7 -2.2 -0.8 0.000
H 0.827550 -4.170055 -1.509935 0.4 0.2 -0.3 0.000
H -0.158960 -5.082095 -0.812165 -0.2 -0.3 0.1 0.000

***

(3)
78
Properties=species:S:1:pos:R:3:forces:R:3:lowdin_spin:R:1 method="wB97M-V/def2-TZVPD" lumo_energy_ev="-3.5 / -5.1" total_charge=+1 spin_multiplicity=5 e_homo_ha="-0.38629 / -0.42262" orbital_gap_ev="7.0 / 6.4" de_lowest_kj_mol=34.9
Os -1.317759 -0.386411 -1.017642 0.5 0.3 -0.3 2.398
C -1.819613 1.645290 4.827678 0.0 0.0 0.0 0.010
C -1.818068 2.857085 4.142539 0.0 0.0 0.1 0.001
C -1.751005 2.878012 2.764229 0.1 -0.1 -0.2 0.011
C -1.661301 1.669853 2.065730 0.0 0.1 0.8 0.016
C -1.624042 0.461274 2.751753 0.0 0.0 -0.3 0.015
C -1.718476 0.449232 4.131082 0.0 0.0 0.2 0.001
N -1.653639 1.608706 0.661741 0.2 -0.5 -0.5 0.146
N -2.085322 2.601100 0.072015 -0.2 0.5 0.5 -0.012
C -2.193481 2.501502 -1.310659 0.2 -0.2 -0.9 0.052
C -2.581803 3.667866 -1.966560 0.0 -0.1 0.2 -0.011
C -2.789835 3.659738 -3.333680 0.0 0.0 -0.1 0.061
C -2.589682 2.483347 -4.047785 0.0 0.1 0.0 -0.013
C -2.175338 1.332917 -3.397056 0.0 -0.3 0.0 0.067
C -1.959757 1.286569 -2.010513 -0.1 0.3 0.0 0.008
H -1.900246 1.643679 5.907000 0.0 0.0 0.0 0.000
H -1.883016 3.785634 4.695523 0.0 0.0 0.0 0.000
H -1.755695 3.807725 2.212288 0.0 0.0 0.0 0.001
H -1.555986 -0.456560 2.183099 0.1 -0.1 0.0 0.001
H -1.722367 -0.491484 4.665644 0.0 0.0 0.0 0.000
H -2.722082 4.561430 -1.372185 0.0 0.0 0.0 -0.001
H -3.105704 4.561278 -3.842785 0.0 0.0 0.0 0.003
H -2.762173 2.463157 -5.117137 0.0 0.0 0.0 -0.002
H -2.022179 0.438683 -3.993984 0.1 0.1 0.0 0.005
C 4.482844 0.820262 1.380508 -0.1 0.0 0.0 0.008
Si 2.688362 1.379268 1.479251 0.0 0.3 0.0 0.086
C 2.271655 2.374210 -0.074152 0.0 -0.2 0.1 0.002
C 2.485792 2.543307 2.949118 0.0 -0.2 -0.1 0.029
C 1.508158 -0.056330 1.629148 -0.3 -0.1 -0.2 0.649
Si 1.753910 -1.561237 2.710696 0.3 -0.2 0.4 0.080
C 3.345337 -2.427731 2.168366 -0.1 0.2 0.1 0.019
C 1.998987 -0.892585 4.463900 0.2 -0.2 -0.2 0.027
C 0.443873 -2.927678 2.769946 -0.1 0.4 -0.2 -0.003
H 5.108371 1.655919 1.054863 0.0 0.0 0.0 0.001
H 4.623577 -0.002082 0.674380 0.0 0.1 0.0 0.000
H 4.851390 0.491604 2.355744 0.0 0.0 0.0 0.000
H 2.668788 3.389442 0.006934 0.0 0.0 0.0 0.000
H 1.189278 2.447901 -0.219380 0.0 0.0 0.0 0.000
H 2.709963 1.921800 -0.968936 0.0 0.0 0.0 0.000
H 3.262089 3.312782 2.912303 0.0 0.0 0.0 0.004
H 2.573988 2.019210 3.903184 0.0 0.0 0.0 0.000
H 1.511881 3.039691 2.928490 0.0 0.0 0.0 0.000
H 0.565117 0.089553 1.079572 0.3 -0.1 0.3 0.035
H 4.218258 -1.785604 2.305860 0.0 -0.1 0.0 0.000
H 3.307165 -2.733942 1.118596 0.0 0.0 0.0 0.000
H 3.489980 -3.328263 2.771615 0.0 0.0 0.0 0.002
H 2.884712 -0.250826 4.500797 -0.1 0.0 0.0 0.000
H 2.159541 -1.721713 5.160148 0.0 0.1 0.0 0.004
H 1.142736 -0.314281 4.809171 -0.1 0.0 0.0 0.000
H 0.769017 -3.781944 2.172182 0.0 0.0 0.0 0.000
H -0.521569 -2.616389 2.373334 -0.1 0.0 0.0 0.000
H 0.298568 -3.265600 3.798451 0.1 0.0 0.0 0.000
Br 4.688642 -0.878283 -4.148643 -0.1 0.0 0.1 0.000
C 3.105729 -0.572576 -3.186163 0.1 0.0 -0.1 0.002
C 2.832279 -1.287668 -2.034676 0.1 0.0 0.0 0.005
C 1.631626 -1.067082 -1.391466 0.1 -0.1 0.1 0.022
N 0.707713 -0.203005 -1.840428 0.1 -0.2 0.0 0.015
C 1.014492 0.523490 -2.928335 0.0 0.1 0.0 0.005
C 2.193155 0.378630 -3.623453 0.1 -0.1 0.0 0.003
H 3.526005 -2.022334 -1.650458 0.0 0.0 0.0 0.000
H 1.404552 -1.596197 -0.477016 -0.1 -0.1 -0.1 0.012
H 0.291933 1.256157 -3.249355 -0.1 0.0 0.0 0.001
H 2.396469 0.993394 -4.488159 0.0 0.0 0.0 0.000
I 0.044806 -4.424375 -2.117629 -0.1 0.3 0.0 0.004
C -1.660186 -3.672786 -3.081013 0.0 0.0 0.0 0.004
C -2.336944 -4.569768 -3.900020 0.0 0.0 0.0 0.003
C -3.471283 -4.136178 -4.560501 0.0 -0.1 0.0 -0.002
C -3.897622 -2.832135 -4.370053 -0.1 0.1 -0.1 0.001
C -3.162276 -2.019330 -3.532756 0.0 0.0 0.1 0.004
N -2.051462 -2.416163 -2.892153 0.1 -0.2 -0.1 0.076
H -1.974233 -5.580940 -4.011146 0.0 0.0 0.0 0.000
H -4.017065 -4.811181 -5.206809 0.0 0.0 0.0 0.000
H -4.781256 -2.449564 -4.861831 0.0 0.0 0.0 0.000
H -3.472208 -0.995858 -3.353218 0.0 -0.1 0.0 0.002
F -0.789413 -1.881733 0.102736 0.0 0.3 -0.1 0.210
C -3.137915 -0.738084 -0.489680 -0.6 -0.2 0.1 -0.040
F -4.212237 -0.153889 -0.879514 -0.4 0.5 -0.3 -0.014
F -3.496479 -1.690917 0.287283 0.1 -0.5 0.4 -0.012

***

Calculated strongest force on any atom in order - 4.06, 7.93, 0.96 eV Å⁻¹